The following is a quantum chemistry calculation of the molecule C17H21N3O3S, from the Open Molecules 2025 dataset.

Geometry as XYZ:
```
45
Properties=species:S:1:pos:R:3:forces:R:3:nbo_charge:R:1
S 2.436172 2.321406 -0.947168 0.0591 -0.0054 0.5144 2.3092
O -3.599736 -0.424219 -1.079326 -0.1586 -0.0660 0.0572 -0.5205
O 1.510890 3.342846 -1.354391 -0.0987 -0.3443 -0.1192 -0.9384
O 3.836362 2.622948 -0.939278 0.0871 -0.2484 0.0879 -0.9332
N -1.041169 0.193564 -0.042914 -0.0061 -0.0006 -0.0937 -0.4478
N 0.372075 -2.467864 3.364647 0.1847 -0.5257 0.1110 -0.4121
N 2.070954 1.776087 0.598376 0.4754 0.3252 -0.7079 -0.8734
C -0.266284 -1.931126 4.389973 -0.1334 0.1344 0.1768 0.0321
C 1.645726 -1.473717 -3.289788 -0.0803 0.0188 -0.0495 -0.1926
C 1.041947 0.783111 -2.744693 -0.0976 0.1677 -0.0382 -0.1810
C -1.335001 -1.132211 -0.556839 -0.2870 0.0149 -0.2173 -0.2545
C -2.242579 0.756658 0.546670 -0.2500 -0.0489 -0.3084 -0.2575
C 0.802458 -0.385512 -3.450193 0.0458 -0.0599 -0.0258 -0.2081
C -0.652735 0.096961 3.202235 0.1181 -0.1561 0.0044 -0.1747
C 0.163445 0.251041 0.782245 -0.0478 0.1021 -0.0041 -0.0740
C 0.015447 -0.452868 2.112029 0.0600 -0.1579 0.0700 -0.0876
C 2.129262 0.842712 -1.897705 -0.0212 0.5097 0.2068 -0.3594
C 2.982450 -0.230912 -1.733629 0.1529 -0.1672 -0.0045 -0.1307
C -2.435564 -1.006861 -1.612465 0.3505 -0.2708 0.0569 -0.0688
C 0.657816 1.709286 0.907697 -0.5615 -0.3731 -0.1591 -0.2422
C -0.796256 -0.650777 4.359798 -0.0048 0.0500 -0.0784 -0.2533
C -3.312749 0.845269 -0.543654 0.0670 0.2381 0.3139 -0.0688
C 0.503776 -1.749196 2.266115 -0.0490 0.3262 -0.1956 0.0473
C 2.735497 -1.399726 -2.434470 0.0851 0.0696 0.1067 -0.2311
H 0.122600 2.326542 0.178399 -0.1488 -0.0465 0.2415 0.2322
H 1.455736 -2.384820 -3.837607 -0.0150 -0.0756 -0.0475 0.2199
H -0.435870 -1.543379 -1.020459 0.0173 -0.0345 0.0036 0.2103
H 0.409879 1.650974 -2.840130 -0.1436 0.0641 -0.0434 0.2491
H -2.058761 -0.391812 -2.442984 -0.0169 -0.0617 0.0140 0.1613
H -2.957592 1.516439 -1.339676 -0.0397 -0.0031 0.0616 0.1656
H -0.037268 -0.449354 -4.125396 -0.0821 0.0208 -0.0485 0.2213
H 2.653545 2.228057 1.283381 0.2432 0.1737 -0.0100 0.4153
H -2.630485 0.131755 1.369731 0.0238 0.1048 -0.0203 0.1777
H -1.058459 1.097544 3.157031 -0.0308 0.0976 -0.0030 0.2115
H 0.931073 -0.283259 0.209913 -0.1240 0.0589 0.1127 0.2233
H 3.824010 -0.130381 -1.067147 0.1401 -0.0945 0.0831 0.2330
H -4.250932 1.224806 -0.135583 0.0767 0.0459 -0.0206 0.1940
H -0.352966 -2.556537 5.268362 -0.0530 0.0233 0.1238 0.1941
H -2.726817 -1.990040 -1.985629 0.0731 0.0454 -0.0285 0.1944
H 1.035618 -2.232617 1.455298 0.0537 0.0458 -0.1625 0.1889
H -1.673811 -1.818132 0.238777 0.0477 -0.0071 -0.0574 0.1777
H 0.477251 2.106592 1.906436 0.0988 0.0762 -0.0748 0.2067
H -1.310455 -0.246539 5.218113 -0.0359 0.0075 0.0860 0.2203
H 3.390571 -2.249789 -2.317764 0.0663 -0.0504 0.0161 0.2226
H -2.029070 1.757050 0.923664 -0.0402 0.0770 0.0697 0.2019
```
Positions in Å, forces in eV/Å.

Properties
ΔE to the lowest compared entry with this formula, charge and spin   319.4 kJ/mol
Gap between HOMO and LUMO   0.34372 hartree
F_max   0.91 eV Å⁻¹